No. 1
91
Properties=species:S:1:pos:R:3:forces:R:3 method="wB97M-V/def2-TZVPD" energy_ha=-3474.261885 max_force_ev_per_a=1.11 charge=0 gap_ev=6.9190 lumo_energy_ev=0.21 multiplicity=1 de_lowest_kcal_mol=7.3
Y -0.06259 0.62319 -0.63963 0.7828 -0.7909 0.0314
C 1.09174 2.38064 -5.00447 -0.0169 -0.0897 -0.0785
C 0.90747 2.05526 -3.55555 0.1777 0.2967 0.1974
N 0.10315 1.16448 -3.11962 -0.3493 -0.0782 -0.2048
N -0.69998 0.56129 -4.08068 0.3072 -0.1477 0.3803
C -0.96106 -0.68725 -3.81959 -0.2111 -0.0353 -0.0315
N -1.84507 -1.29795 -4.67297 0.0385 0.0596 0.0410
S -0.36062 -1.65743 -2.51011 0.1518 0.1563 0.0014
C 1.66179 2.84938 -2.54336 -0.1260 -0.0840 -0.1555
C 2.70547 3.68249 -2.92527 -0.0377 -0.0097 0.0192
C 3.30703 4.49003 -1.97439 0.0191 0.0134 -0.0393
C 2.82988 4.46509 -0.67982 -0.0428 -0.0157 0.1024
C 1.80414 3.58343 -0.37079 0.0482 0.0230 -0.1339
N 1.25425 2.77258 -1.26843 -0.1605 -0.0001 -0.0177
H 0.22757 2.04408 -5.57005 0.0153 0.0075 0.0390
H 1.97001 1.85862 -5.39449 0.0139 0.0063 -0.0052
H 1.23879 3.44773 -5.15449 -0.0174 0.0423 0.0064
H -2.02579 -0.81985 -5.54075 -0.0083 -0.0230 -0.0246
H -1.84529 -2.30197 -4.68099 0.0107 0.0018 -0.0103
H 3.04029 3.70282 -3.95100 0.0035 -0.0070 -0.0149
H 4.12289 5.14364 -2.25404 0.0101 0.0125 0.0041
H 3.23241 5.10890 0.08922 0.0090 0.0154 0.0005
H 1.39901 3.52299 0.62719 0.0157 0.0119 0.0540
Cl -1.83006 3.41184 -1.87608 -0.0905 0.1121 0.0502
C -1.37907 4.17528 -0.36207 -0.0611 0.0094 -0.1600
C -1.02758 5.50903 -0.38099 0.0101 -0.0037 0.0881
C -0.62173 6.12622 0.79664 -0.0077 -0.0061 -0.0437
C -0.61644 5.38413 1.97047 -0.0080 -0.0097 0.0056
C -0.98995 4.04967 1.96192 0.0187 -0.0126 0.0464
C -1.35654 3.36985 0.78711 0.0482 -0.0057 -0.0086
C -1.63117 1.94240 0.72083 -0.2335 0.4424 0.0610
H -1.06367 6.05362 -1.31425 0.0092 0.0260 -0.0283
H -0.33836 7.16935 0.79530 0.0053 0.0255 0.0016
H -0.34013 5.85741 2.90553 -0.0055 -0.0003 0.0090
H -1.04594 3.50116 2.89612 0.0232 -0.0100 0.0045
H -1.74111 1.49502 1.71312 0.0348 -0.0226 -0.0020
H -2.54335 1.77478 0.14888 0.0100 -0.0380 -0.0057
C -0.42918 -6.99230 3.55958 -0.0297 -0.0494 0.0094
C -0.28767 -5.65987 2.87905 -0.0121 0.0642 0.0110
C -0.78764 -4.50517 3.46445 -0.0022 -0.0056 -0.0325
C -0.66122 -3.25819 2.86077 -0.0055 -0.0817 0.0853
C -1.21956 -2.05606 3.57559 0.0181 0.0314 0.0845
C 0.01341 -3.16776 1.63958 0.0436 0.0475 -0.0559
C 0.53525 -4.31533 1.03205 -0.0418 -0.0814 0.0044
C 1.24142 -4.27381 -0.29631 0.0088 -0.0322 -0.0609
C 0.36102 -5.54435 1.65773 0.0179 0.0124 0.0021
C 0.17577 -1.84077 0.95504 -0.1281 0.2348 -0.0882
O 1.29888 -1.46963 0.54112 -0.0372 -0.1452 -0.0696
O -0.84475 -1.10361 0.80209 -0.0096 0.0110 0.1147
H -1.29501 -7.00688 4.22074 -0.0105 0.0054 0.0107
H 0.45068 -7.21725 4.16555 0.0247 0.0051 0.0044
H -0.54254 -7.79857 2.83512 0.0086 0.0000 -0.0189
H -1.30662 -4.57307 4.41420 -0.0065 -0.0126 0.0212
H -1.80990 -2.37428 4.43437 -0.0066 0.0091 0.0008
H -1.83431 -1.44211 2.92428 -0.0302 -0.0005 -0.0563
H -0.41761 -1.41255 3.94749 -0.0057 -0.0110 -0.0304
H 0.64475 -3.77475 -1.06160 -0.0252 0.0180 0.0329
H 1.44334 -5.29019 -0.63562 0.0304 0.0200 -0.0153
H 2.17932 -3.72468 -0.22378 0.0290 0.0040 0.0195
H 0.73995 -6.43606 1.17004 0.0081 -0.0169 0.0052
C 2.73694 -0.15923 2.90130 0.1335 0.0376 0.1056
S 1.24261 0.78550 2.67811 -0.2558 0.0063 -0.5081
C 1.66871 2.16458 3.72004 0.1491 0.0712 0.0919
O 1.32384 1.35058 1.27558 -0.0850 -0.2585 0.1667
H 2.78031 -0.48564 3.94029 0.0403 -0.0290 0.0193
H 3.58807 0.47759 2.65822 0.0271 -0.0166 0.0049
H 2.66933 -1.01190 2.22981 -0.0227 -0.0047 -0.0281
H 1.72221 1.82565 4.75351 0.0090 -0.0092 0.0345
H 0.88619 2.90941 3.61063 -0.0161 0.0193 -0.0217
H 2.62537 2.57148 3.39261 -0.0061 0.0259 0.0068
N 2.95533 -1.64572 -2.44559 -0.1279 -0.0517 0.0685
C 3.13731 -0.69363 -1.49820 -0.0530 0.0733 -0.0921
N 4.28079 -0.75964 -0.74668 -0.0456 0.0156 0.0210
O 2.37022 0.26104 -1.37271 -0.1533 0.1310 0.0951
H 3.44994 -2.51812 -2.35766 -0.0178 0.0294 -0.0253
H 1.98863 -1.70555 -2.77543 0.1115 -0.0038 0.0383
H 4.75159 -1.64092 -0.63702 -0.0126 -0.0086 0.0096
H 4.25092 -0.16389 0.06387 0.0358 -0.0196 -0.0019
C -3.34490 -2.43511 -0.90087 -0.0792 -0.0796 -0.0124
P -3.24257 -0.61173 -0.86988 0.2723 0.2274 -0.1258
C -4.51583 -0.17179 -2.11226 -0.0824 -0.0296 -0.0279
C -4.16345 -0.29455 0.68274 -0.1196 -0.0527 0.0129
H -4.37527 -2.76829 -0.75041 0.0120 -0.0179 -0.0068
H -2.71419 -2.84001 -0.10876 0.0287 0.0170 0.0184
H -2.96854 -2.81008 -1.85116 -0.0138 0.0087 -0.0064
H -5.47734 -0.65127 -1.91198 -0.0054 -0.0095 -0.0038
H -4.16187 -0.47327 -3.09869 0.0151 -0.0140 -0.0240
H -4.65477 0.90994 -2.12526 0.0054 0.0242 0.0190
H -5.11432 -0.83384 0.69133 0.0061 0.0076 0.0095
H -4.35533 0.76933 0.80924 -0.0236 0.0357 -0.0167
H -3.55804 -0.62562 1.52535 0.0493 -0.0237 0.0222

No. 2
17
Properties=species:S:1:pos:R:3:forces:R:3 method="wB97M-V/def2-TZVPD" energy_ha=-458.755968 max_force_ev_per_a=0.95 charge=+1 gap_ev=9.5498 lumo_energy_ev=-4.88 multiplicity=1 de_lowest_kcal_mol=0.0 smiles="NC(N)=[N+](F)CCO"
N -0.95917 -1.80575 -0.88677 -0.2398 0.4623 0.7892
C -0.06207 -0.82882 -1.01548 0.1184 -0.1481 -0.0826
N 1.12395 -1.03461 -1.50670 0.0569 -0.1394 0.2624
N -0.35082 0.53139 -0.68399 -0.0564 0.0877 -0.4375
F -1.49612 0.76614 -1.48756 -0.0563 -0.0320 0.1149
C -0.73779 0.75809 0.71610 -0.0164 0.0118 0.0615
C 0.52169 0.91264 1.56093 0.0839 -0.0629 0.0203
O 1.10350 2.18174 1.44050 -0.0088 -0.0159 -0.0410
H -0.68887 -2.66754 -0.42742 0.1665 -0.2398 -0.6043
H -1.88223 -1.49803 -0.60048 0.0084 0.0068 -0.0971
H 1.78550 -0.27080 -1.54035 -0.0602 0.0301 -0.0771
H 1.40009 -1.94325 -1.85648 0.0632 0.0157 0.0616
H -1.39275 -0.03062 1.09855 -0.0051 -0.0101 -0.0183
H -1.27777 1.70277 0.70837 -0.0220 0.0005 0.0294
H 1.23891 0.11089 1.32854 -0.0012 -0.0071 0.0379
H 0.25135 0.79125 2.60859 -0.0402 0.0182 -0.0101
H 1.42261 2.32451 0.54366 0.0092 0.0221 -0.0092

No. 3
29
Properties=species:S:1:pos:R:3:forces:R:3 method="wB97M-V/def2-TZVPD" energy_ha=-4038.170408 max_force_ev_per_a=0.95 charge=+2 gap_ev="7.1471 / 7.1919" lumo_energy_ev="-9.69 / -9.65" multiplicity=2 de_lowest_kcal_mol=0.0
Re 1.67234 -0.20925 2.46528 -0.3632 0.4716 -0.3368
O 5.26173 -0.57550 1.09659 -0.1477 -0.0344 -0.0079
Cl 3.99616 -0.49702 1.63667 -0.6706 0.0534 0.6678
O 3.62805 -1.37812 2.75718 0.5978 -0.1321 -0.2617
O 3.55360 0.83849 2.18482 0.3318 -0.1374 -0.1723
O 2.81080 -0.73669 0.70182 0.2219 0.0496 -0.0623
Se -0.66982 -2.68720 5.62860 -0.1626 -0.1793 0.2787
C 0.01996 -1.79275 4.43875 0.1911 0.2319 -0.4630
N 0.53833 -1.11269 3.52717 -0.0106 -0.1546 0.3387
C 0.90732 -1.27979 -2.46036 -0.0160 -0.0433 -0.0032
C -0.07684 -0.19096 -2.07894 0.0195 0.0483 0.0762
N 0.38387 0.44969 -0.82227 -0.0125 0.0726 0.0643
C -0.30230 1.07490 0.10680 -0.2734 0.0051 -0.1036
S 0.49823 1.51642 1.65607 0.1570 -0.1846 0.0881
N -1.54767 1.49011 0.03991 0.0481 -0.0962 -0.0431
C -2.45452 1.63326 -1.12862 0.1505 0.0505 0.0570
C -3.58235 0.62299 -1.11069 -0.0542 -0.0137 -0.0190
H 0.50970 -1.85764 -3.29250 0.0105 0.0486 -0.0349
H 1.07464 -1.97111 -1.63315 -0.0163 0.0023 0.0011
H 1.86127 -0.85680 -2.77648 0.0174 -0.0077 0.0259
H -1.06992 -0.60001 -1.90197 0.0055 0.0039 0.0139
H -0.13595 0.56673 -2.85887 -0.0276 -0.0260 -0.0429
H 1.37407 0.37050 -0.64406 0.0645 -0.0368 -0.0276
H -1.92778 1.83560 0.91142 -0.0135 0.0334 -0.0117
H -1.85309 1.57529 -2.02905 -0.0178 -0.0094 -0.0256
H -2.83241 2.65347 -1.06884 -0.0484 -0.0215 -0.0110
H -3.21708 -0.40013 -1.19930 0.0138 -0.0033 0.0050
H -4.24941 0.81796 -1.94945 0.0006 -0.0025 0.0056
H -4.17093 0.70026 -0.19652 0.0043 0.0115 0.0043

No. 4
64
Properties=species:S:1:pos:R:3:forces:R:3 method="wB97M-V/def2-TZVPD" energy_ha=-4758.302569 max_force_ev_per_a=1.51 charge=0 gap_ev=7.1888 lumo_energy_ev=-0.30 multiplicity=1
Ti 0.73250 -0.42078 1.68653 0.1540 0.5617 -1.3974
N 2.12969 0.88419 0.65028 0.3624 0.6880 -0.1292
C 2.80771 1.92288 1.43588 -0.0989 0.1212 0.1207
C 1.81626 2.41845 2.48890 0.2496 0.0443 -0.1647
N 1.12354 1.28919 3.11778 -0.2501 0.4413 0.5867
C 1.72235 0.77773 4.35374 0.2472 -0.1159 0.0311
C 2.89306 -0.14427 4.01939 -0.1163 0.1834 0.1953
N 2.46970 -1.07706 2.95936 -0.1556 -0.1182 0.3385
H 2.75733 0.42051 0.00645 0.0238 -0.1071 0.0131
H 1.41153 1.32588 0.07983 0.0597 0.0586 -0.2128
H 3.12937 2.76497 0.81791 0.0311 -0.0178 0.0112
H 3.69957 1.49382 1.89100 -0.0179 -0.0309 -0.0155
H 1.06647 3.03000 1.98689 -0.0480 -0.0227 0.0422
H 2.33022 3.04280 3.22641 -0.0501 0.0068 0.0193
H 0.15578 1.54383 3.29218 0.0707 0.1502 0.1219
H 0.96038 0.20716 4.88531 -0.0397 0.0043 -0.0536
H 2.06322 1.58477 5.01117 -0.0209 -0.0072 -0.0063
H 3.20418 -0.66839 4.92654 0.0335 -0.0150 -0.0393
H 3.74786 0.43401 3.67127 -0.0028 -0.0508 -0.0557
H 1.85548 -1.77197 3.38361 0.1999 -0.2738 0.0855
H 3.25994 -1.58223 2.58145 0.0081 -0.0529 -0.1280
Cl -1.93913 -4.61160 3.83507 -0.1695 -0.0879 0.0408
C -0.68089 -3.42184 3.65945 0.0803 0.4234 -0.0914
Cl 0.56438 -4.07251 2.57172 -0.0018 0.2729 -0.1730
Cl 0.08374 -3.11873 5.24877 0.0573 0.0819 0.0867
C -1.28129 -2.01388 3.17009 -0.3821 -0.7366 0.5964
O -2.47244 -1.94357 3.06738 0.2891 0.2727 -0.2369
O -0.40053 -1.06765 3.07008 -0.3185 -0.8178 0.6834
S -0.49731 1.31627 -4.76778 0.1774 -0.0304 -0.2207
C -0.98597 1.39418 -3.20211 -0.0782 -0.0293 0.3465
S -0.13084 0.54012 -1.92025 -0.4096 0.4181 0.1370
C -1.21886 1.25833 -0.70997 0.3150 -0.2100 -1.0161
N -2.13097 1.97112 -1.25849 -0.3848 0.3618 0.2955
N -2.03135 2.05289 -2.62622 0.3295 -0.2816 -0.0461
C -2.96545 2.93778 -3.25706 -0.1644 0.2043 0.1024
C -3.31467 2.83306 -4.59895 -0.0058 -0.1108 0.0750
C -4.22066 3.73355 -5.14222 -0.0125 0.0033 -0.0107
C -4.79229 4.72713 -4.36764 -0.0470 0.0531 -0.0104
C -4.46430 4.81154 -3.02252 0.0254 -0.0351 0.0041
C -3.55758 3.92768 -2.46686 0.1557 -0.1225 -0.0608
S -1.09914 1.08221 0.99520 -0.0879 0.1008 0.3118
H -2.90071 2.05780 -5.21804 0.0716 -0.0385 0.0059
H -4.48285 3.64299 -6.18830 0.0079 -0.0053 0.0002
H -5.49347 5.42750 -4.80283 -0.0051 -0.0232 -0.0052
H -4.91810 5.56703 -2.39438 0.0166 0.0145 -0.0104
H -3.30442 3.98318 -1.42118 -0.0005 0.0198 0.0536
C 3.23853 -2.04558 -0.83870 -0.1178 -0.1252 -0.0867
C 1.95292 -2.65958 -1.32801 -0.2081 0.2069 0.2919
C 1.95941 -3.57284 -2.36931 0.0862 -0.0507 -0.0833
C 0.77895 -4.11015 -2.85178 -0.0196 -0.0164 0.0069
C -0.42573 -3.72812 -2.28281 0.0126 -0.0543 -0.0880
C -0.48065 -2.82501 -1.23349 0.2603 0.2116 0.3688
C -1.80051 -2.42164 -0.64660 0.0277 -0.0263 -0.0673
C 0.72911 -2.28361 -0.72804 0.1819 -0.7584 -0.8347
N 0.74219 -1.43274 0.34594 -0.4318 -0.6477 0.1043
H 3.39159 -1.06584 -1.30400 0.0599 -0.0024 -0.0003
H 4.09116 -2.67092 -1.10069 0.0332 0.0355 0.0052
H 3.20830 -1.91033 0.24365 0.0720 -0.0103 -0.0068
H 2.90626 -3.86805 -2.80825 -0.0051 0.0224 -0.0018
H 0.79565 -4.82537 -3.66372 0.0026 0.0103 -0.0036
H -1.35079 -4.14817 -2.66092 -0.0093 0.0276 0.0198
H -2.58479 -3.11410 -0.95024 0.0043 -0.0156 0.0272
H -2.09014 -1.42599 -0.98667 -0.0125 0.0559 0.0227
H -1.76252 -2.38198 0.43880 -0.0342 -0.0075 0.1051